{"formula": "C14H15BrCrN2O6S3Se", "method": "the ωB97M-V functional and the def2-TZVPD basis", "mol_weight_g_mol": 614.34, "multiplicity": 4, "charge": -1, "e_lumo_ev": [2.18, 2.20], "s_squared": 3.933, "energy_ev": -226344.2615, "fmax_ev_per_a": 1.9, "elements": ["Cr", "O", "C", "C", "C", "N", "C", "Br", "C", "H", "H", "H", "H", "O", "C", "C", "C", "C", "C", "C", "C", "C", "N", "H", "H", "H", "H", "H", "H", "H", "H", "H", "H", "H", "S", "C", "S", "S", "O", "Se", "O", "O", "O"], "positions_angstrom": [[-0.70358, 0.00490, 0.70653], [4.22025, 3.40138, 2.71919], [3.16704, 2.73095, 2.21340], [2.12948, 2.23853, 2.99078], [1.07495, 1.60514, 2.37740], [0.99453, 1.35161, 1.05423], [2.01884, 1.82775, 0.34300], [2.07524, 1.51265, -1.50666], [3.08525, 2.54166, 0.84246], [4.17806, 3.38247, 3.68066], [2.13246, 2.34874, 4.06759], [0.23867, 1.28919, 2.97743], [3.85708, 2.91531, 0.18804], [-2.19205, 1.23234, -0.75836], [-2.97002, 0.43443, -1.65939], [-2.21147, 0.19363, -2.96418], [-0.69527, 0.19511, -2.74939], [-0.18779, -1.09561, -2.17475], [0.31561, -2.04471, -3.05683], [0.69777, -3.29363, -2.60302], [0.51261, -3.57547, -1.26234], [0.04905, -2.57437, -0.43445], [-0.25733, -1.33131, -0.84935], [-2.84685, 1.47364, -0.05088], [-3.90070, 0.96525, -1.87008], [-3.22454, -0.50984, -1.17653], [-2.44724, 0.99159, -3.67188], [-2.54507, -0.75020, -3.39996], [-0.47836, 1.02486, -2.08921], [-0.19535, 0.37752, -3.70109], [0.41547, -1.78313, -4.10185], [1.11607, -4.03015, -3.27678], [0.76645, -4.53552, -0.83818], [-0.10523, -2.77772, 0.61513], [2.41108, -2.42570, 3.81333], [1.72590, -1.72532, 2.45950], [0.02958, -1.30572, 2.56854], [2.56671, -1.56784, 0.99663], [-2.45903, -0.96927, 0.98754], [-3.03217, 0.24335, 1.97945], [-3.57616, -0.26478, 3.37836], [-1.64401, 1.15746, 2.08723], [-4.10595, 1.12087, 1.14872]], "forces_ev_per_a": [[-0.268, -0.076, 0.602], [0.102, -0.012, -0.092], [-0.348, -0.141, -0.070], [0.140, 0.095, 0.027], [-0.099, 0.058, 0.199], [0.391, 0.361, 0.023], [-0.095, -0.128, 0.044], [-0.011, -0.099, -0.148], [0.202, 0.087, 0.085], [-0.012, -0.004, 0.053], [-0.067, 0.002, -0.003], [-0.003, -0.104, -0.050], [0.010, -0.057, -0.011], [0.063, -0.031, 0.152], [-0.084, -0.200, -0.161], [0.049, 0.252, 0.126], [-0.182, -0.071, 0.090], [0.183, 0.140, -0.087], [0.047, -0.011, -0.040], [-0.103, 0.004, 0.257], [0.031, -0.057, -0.287], [-0.020, -0.012, 0.280], [-0.048, -0.499, -0.688], [0.017, 0.132, -0.163], [-0.027, -0.059, 0.041], [0.050, 0.019, 0.075], [0.020, -0.011, -0.024], [-0.025, 0.025, -0.069], [0.139, 0.067, -0.065], [0.062, -0.018, 0.025], [-0.060, 0.020, -0.002], [-0.013, 0.005, -0.028], [-0.015, 0.011, 0.033], [0.064, 0.108, 0.034], [-0.275, 0.125, 0.361], [0.535, -0.410, -0.334], [0.035, 0.021, 0.017], [-0.081, 0.413, -0.221], [0.854, -0.026, -0.329], [-1.721, 0.123, 0.856], [-0.057, -0.317, 0.591], [0.772, -0.085, -0.583], [-0.152, 0.360, -0.518]]}

---

{"formula": "C15H29BBrN4O8PS2", "method": "the ωB97M-V functional and the def2-TZVPD basis", "mol_weight_g_mol": 579.24, "charge": 0, "e_lumo_ev": -1.00, "energy_ev": -140044.6269, "fmax_ev_per_a": 2.8, "elements": ["C", "C", "O", "N", "B", "O", "C", "C", "C", "S", "C", "N", "N", "C", "O", "C", "Br", "P", "O", "O", "S", "O", "C", "C", "O", "H", "H", "H", "H", "H", "H", "H", "H", "H", "H", "H", "H", "H", "H", "H", "C", "N", "C", "C", "C", "C", "O", "H", "H", "H", "H", "H", "H", "H", "H", "H", "H", "H", "H", "H", "H"], "positions_angstrom": [[2.30239, 0.41441, 3.33634], [2.60284, 1.30280, 2.15142], [3.53537, 2.07300, 2.21295], [1.80709, 1.22353, 0.93829], [0.42197, 1.85380, 1.05756], [-0.27265, 1.70092, 2.35443], [-1.23154, 2.68068, 2.27900], [-2.19597, 2.78994, 3.45333], [-3.66919, 2.81303, 3.04297], [-4.63511, 1.43631, 3.76161], [-3.91318, 0.11653, 2.85620], [-3.57074, 0.12203, 1.64009], [-3.01639, -1.13401, 1.41973], [-3.07464, -1.76439, 2.48917], [-3.64731, -1.03316, 3.48600], [-0.38848, 3.93432, 1.86865], [-1.50914, 5.37338, 1.15372], [0.81401, 4.61552, 3.14408], [2.19890, 4.80973, 2.38804], [1.00462, 3.52769, 4.29619], [0.31022, 6.31869, 3.94110], [0.44376, 3.37218, 0.92533], [1.77704, -0.09444, 0.50235], [0.52013, -0.73910, -0.04175], [2.80474, -0.76891, 0.50652], [2.10343, -0.61211, 3.02609], [1.43151, 0.78492, 3.87450], [3.12685, 0.40490, 4.04012], [-0.39972, 1.52984, 0.20950], [-1.84101, 2.51692, 1.37402], [-1.94953, 3.66024, 4.06466], [-2.00236, 1.93112, 4.09599], [-3.76428, 2.70046, 1.96583], [-4.17257, 3.73462, 3.32038], [-2.71641, -2.75547, 2.67801], [2.06533, 5.40612, 1.64251], [0.98991, 4.04787, 5.11255], [0.71813, -1.81286, -0.09894], [0.34612, -0.42309, -1.07023], [-0.36052, -0.62693, 0.58211], [-0.55198, -3.51100, -3.61591], [0.80319, -3.70297, -4.24020], [0.81138, -5.02456, -4.93746], [1.84437, -3.71419, -3.16667], [1.09202, -2.63800, -5.27979], [1.18623, -1.22170, -4.76474], [-0.04958, -0.82114, -4.19539], [-0.80713, -4.42765, -3.08721], [-0.50909, -2.69292, -2.90691], [-1.27489, -3.31619, -4.40185], [0.61459, -5.80270, -4.20536], [1.78929, -5.17368, -5.38890], [0.03680, -5.01868, -5.70019], [1.78630, -2.78240, -2.61020], [2.82200, -3.82459, -3.63044], [1.64295, -4.55023, -2.50206], [0.29298, -2.71355, -6.01705], [2.03627, -2.91720, -5.74591], [1.41679, -0.56797, -5.61072], [1.99088, -1.11518, -4.03045], [0.03303, 0.10541, -3.94304]], "forces_ev_per_a": [[-0.510, -0.379, -0.033], [2.061, 1.018, -0.027], [-0.829, -0.326, -0.137], [-1.484, -1.516, 1.107], [-1.385, 1.234, -0.508], [0.441, -0.789, 0.492], [-0.759, 1.119, -0.308], [0.543, -0.090, 0.508], [0.175, -0.336, -0.291], [-0.061, -0.045, 0.143], [-0.676, 1.275, 1.296], [0.353, -0.056, -1.356], [0.530, 0.778, -2.608], [-0.249, -0.647, 1.773], [0.167, -0.811, 0.613], [1.084, -1.593, -0.029], [-0.044, -0.161, -0.093], [-1.014, 2.127, 0.377], [0.056, -0.871, 0.222], [0.337, -0.386, -0.549], [-0.250, -0.092, 0.287], [0.449, 0.696, -0.184], [0.992, -0.062, -0.471], [0.083, -0.714, -0.173], [-0.250, -0.034, 0.165], [-0.081, 0.040, -0.030], [-0.173, 0.095, -0.212], [0.283, 0.162, -0.194], [0.584, -0.452, -0.329], [0.025, 0.001, -0.036], [-0.104, 0.107, -0.020], [-0.001, -0.071, 0.015], [-0.056, 0.123, -0.063], [-0.149, -0.061, 0.171], [-0.075, -0.179, 0.263], [0.092, -0.020, -0.173], [0.055, -0.028, 0.128], [0.274, -0.012, 0.088], [-0.348, 0.361, 0.108], [-0.110, 0.406, -0.195], [0.077, -0.216, 0.237], [-0.122, 0.006, 0.030], [0.072, 0.140, 0.002], [-0.062, 0.166, -0.055], [-0.141, 0.034, 0.073], [-0.111, 0.405, 0.360], [0.147, -0.130, -0.138], [0.033, -0.032, -0.055], [-0.063, 0.122, -0.147], [-0.016, 0.075, 0.031], [-0.008, -0.012, -0.016], [-0.020, -0.036, -0.027], [0.009, -0.037, -0.010], [0.056, -0.034, 0.060], [0.015, -0.007, 0.036], [0.001, 0.010, 0.010], [-0.005, -0.031, 0.007], [0.006, 0.021, -0.019], [0.214, -0.229, -0.126], [0.093, -0.046, -0.090], [-0.153, 0.017, 0.104]]}

---

{"formula": "C27H23CaN2O2S2", "method": "the ωB97M-V functional and the def2-TZVPD basis", "mol_weight_g_mol": 511.70, "charge": -1, "e_lumo_ev": 2.62, "energy_ev": -75562.9178, "fmax_ev_per_a": 2.9, "elements": ["Ca", "C", "C", "C", "C", "C", "H", "H", "H", "H", "H", "S", "C", "N", "C", "C", "C", "C", "C", "C", "S", "H", "H", "H", "H", "C", "C", "C", "C", "C", "C", "N", "C", "C", "C", "C", "C", "C", "C", "O", "O", "C", "C", "H", "H", "H", "H", "H", "H", "H", "H", "H", "H", "H", "H", "H", "H"], "positions_angstrom": [[-0.54600, 1.78415, -0.15776], [-1.62951, 1.96631, 2.06729], [-1.76951, 0.57733, 1.82563], [-2.89080, 0.38971, 0.98952], [-3.46326, 1.66402, 0.72762], [-2.68904, 2.63400, 1.39999], [-0.96718, 2.40493, 2.79487], [-1.14687, -0.19629, 2.24562], [-3.26109, -0.55882, 0.63909], [-4.34947, 1.85024, 0.13863], [-2.88965, 3.69417, 1.44703], [0.71437, 2.16094, -2.63241], [-0.69314, 3.10053, -2.87765], [-1.66207, 3.24966, -1.99392], [-2.66897, 4.10597, -2.43549], [-3.80150, 4.45088, -1.69855], [-4.73799, 5.30859, -2.25730], [-4.56153, 5.82741, -3.54432], [-3.43363, 5.49119, -4.28650], [-2.49489, 4.62967, -3.72124], [-0.99873, 4.01437, -4.36310], [-3.93170, 4.03554, -0.70213], [-5.62209, 5.57551, -1.68626], [-5.30599, 6.49330, -3.96449], [-3.28881, 5.88729, -5.28667], [5.58685, -2.91082, 3.47816], [4.18889, -2.58946, 2.99833], [3.37771, -1.75520, 3.76345], [2.10722, -1.41743, 3.31592], [1.62232, -1.92961, 2.12451], [2.41893, -2.78171, 1.35981], [1.95402, -3.32474, 0.15501], [0.79195, -2.91882, -0.53973], [-0.10266, -3.89460, -0.97434], [-1.22902, -3.55976, -1.71437], [-1.50767, -2.22734, -1.97309], [-0.63883, -1.25392, -1.50398], [0.53147, -1.57258, -0.81377], [1.51502, -0.47575, -0.42712], [2.68342, -0.61012, -0.74097], [0.97560, 0.53249, 0.20038], [3.72296, -3.09104, 1.77764], [4.60391, -3.92644, 0.88229], [5.73024, -2.55888, 4.50031], [6.35099, -2.43367, 2.85474], [5.78660, -3.98443, 3.46155], [3.75283, -1.35630, 4.70192], [1.48399, -0.74656, 3.89869], [0.62847, -1.66184, 1.77780], [2.31177, -4.22629, -0.09150], [0.10013, -4.93137, -0.72592], [-1.90036, -4.33765, -2.06016], [-2.39513, -1.94260, -2.52361], [-0.87828, -0.22586, -1.75232], [4.39921, -3.70009, -0.16677], [4.45652, -5.00512, 1.02827], [5.66000, -3.72312, 1.06137]], "forces_ev_per_a": [[-2.064, 1.385, -0.815], [-0.732, -0.138, 0.711], [-0.349, 0.146, 0.125], [0.280, 0.592, 0.036], [0.555, -0.141, 0.180], [0.021, -0.338, 0.015], [0.224, 0.121, 0.018], [0.061, -0.060, -0.047], [-0.017, -0.111, -0.108], [0.039, -0.003, -0.085], [0.023, 0.064, -0.057], [-0.177, 0.299, -0.395], [-0.391, 0.217, 0.095], [0.141, 0.117, -0.073], [0.192, -0.394, 0.346], [-0.158, 0.035, 0.119], [0.078, -0.068, 0.018], [0.219, -0.115, -0.015], [-0.040, -0.041, 0.086], [0.055, 0.012, -0.083], [0.139, 0.018, -0.200], [0.031, 0.087, -0.202], [0.083, -0.016, -0.063], [0.043, -0.022, -0.002], [-0.015, -0.030, 0.096], [-0.038, 0.027, -0.027], [0.077, -0.015, -0.063], [-0.036, -0.010, -0.058], [-0.003, -0.023, -0.038], [-0.084, -0.078, 0.130], [-0.001, 0.074, -0.202], [-0.367, 0.273, 0.067], [0.306, -0.102, 0.265], [-0.046, -0.080, -0.162], [0.069, -0.062, 0.108], [0.041, -0.061, 0.070], [0.078, -0.081, 0.048], [-0.241, 0.107, -0.063], [-0.204, 0.587, 0.268], [0.001, 0.127, 0.085], [1.930, -2.125, -0.210], [0.040, -0.026, 0.064], [0.023, 0.005, 0.025], [-0.021, 0.005, -0.024], [-0.090, -0.017, 0.020], [-0.020, 0.002, 0.007], [-0.038, -0.042, -0.087], [0.042, -0.054, -0.050], [0.164, -0.057, 0.105], [-0.003, -0.139, -0.026], [-0.019, 0.017, -0.010], [0.037, 0.014, 0.024], [0.024, 0.002, -0.005], [0.199, 0.034, -0.017], [0.028, 0.027, 0.054], [-0.030, 0.068, 0.002], [-0.063, -0.016, -0.002]]}

---

{"formula": "C6H9NS", "method": "the ωB97M-V functional and the def2-TZVPD basis", "mol_weight_g_mol": 127.21, "smiles": "C=S1(=C)CC=CC=N1", "charge": 0, "e_lumo_ev": -0.15, "energy_ev": -18686.0508, "fmax_ev_per_a": 4.2, "elements": ["C", "S", "C", "C", "C", "C", "C", "N", "H", "H", "H", "H", "H", "H", "H", "H", "H"], "positions_angstrom": [[0.64113, 1.38598, 1.97558], [0.52661, 0.15728, 0.84745], [1.92310, -0.70943, 0.55173], [0.19393, 1.08502, -0.71317], [-0.59762, 0.29524, -1.68713], [-1.39276, -0.79779, -1.47791], [-1.48287, -1.34555, -0.10448], [-0.81455, -0.93298, 0.89279], [-0.06008, 2.25448, 1.91748], [0.70691, 1.11967, 2.93036], [1.68838, -1.63691, -0.15527], [2.35706, -1.00259, 1.63430], [1.19593, 1.07012, -1.13340], [-0.13004, 2.09100, -0.69313], [-0.71924, 0.70005, -2.69145], [-1.83741, -1.56488, -2.20494], [-2.19851, -2.16871, 0.11118]], "forces_ev_per_a": [[-1.207, 0.998, -3.778], [-0.666, 1.991, -0.777], [0.131, -2.302, 1.411], [0.678, -2.205, -0.347], [-2.682, -1.432, -1.072], [1.064, -1.190, 0.617], [-0.015, 0.247, -0.291], [0.318, -0.108, 1.070], [0.444, -1.068, -0.785], [0.805, -1.621, 3.829], [0.398, 1.923, 1.713], [-0.865, 0.616, -2.633], [0.433, 0.288, 0.028], [-0.423, 1.042, 0.826], [0.741, 0.121, 0.024], [0.525, 2.146, 0.434], [0.321, 0.553, -0.268]]}